Density functional theory data (the ωB97M-V functional and the def2-TZVPD basis) for a molecular structure, C6H18CaN4S4.

Geometry as XYZ:
```
33
Properties=species:S:1:pos:R:3:mulliken_charge:R:1
Ca 0.431 0.199 0.152 0.822
N -1.346 1.057 -1.467 -0.546
C -2.610 0.322 -1.348 -0.853
C -2.794 -0.298 0.031 -0.878
N -1.691 -1.176 0.457 1.164
C -1.603 -2.405 -0.351 -0.905
C -0.172 -2.893 -0.501 -0.731
N 0.615 -1.903 -1.254 -0.515
C -1.826 -1.527 1.886 -0.980
C -1.290 -0.463 2.827 -0.772
N 0.143 -0.273 2.610 -0.415
H -1.347 1.909 -0.898 0.179
H -1.189 1.347 -2.425 0.188
H -2.616 -0.453 -2.117 0.432
H -3.486 0.948 -1.542 0.454
H -3.753 -0.838 0.052 0.289
H -2.872 0.502 0.772 0.424
H -2.009 -2.211 -1.344 0.303
H -2.232 -3.193 0.084 0.353
H -0.190 -3.879 -0.977 0.445
H 0.303 -3.021 0.474 0.346
H 0.382 -1.934 -2.239 0.161
H 1.609 -2.087 -1.168 0.240
H -1.253 -2.444 2.050 0.431
H -2.872 -1.771 2.116 0.339
H -1.538 -0.751 3.854 0.437
H -1.773 0.502 2.655 0.323
H 0.719 -0.938 3.111 0.127
H 0.437 0.666 2.871 0.295
S 3.116 -0.108 0.272 -0.517
S 2.963 1.516 1.608 -0.110
S 1.870 3.002 0.695 -0.045
S -0.169 2.756 1.231 -0.489
```

HOMO energy ... -6.70 eV
Frontier orbital gap ... 6.7 eV
Energy above the lowest of the compared OMol25 structures with the same formula, charge and spin ... 0.0 kcal/mol
E_tot ... -74258.716 eV
Multiplicity ... 1
Maximum force ... 0.76 eV Å⁻¹


Density functional theory data (the ωB97M-V functional and the def2-TZVPD basis) for 4 unconnected molecules or ions with the total composition C6H18ClO3S in a non-equilibrium geometry.

Geometry as XYZ:
```
29
Properties=species:S:1:pos:R:3:mulliken_charge:R:1
Cl 2.137 4.108 42.894 -0.791
C 6.675 2.480 45.721 -1.019
C 5.752 3.150 44.569 -0.040
O 4.529 3.594 45.149 -0.419
H 7.078 3.289 46.380 0.255
H 7.357 1.899 45.034 0.313
H 6.148 1.907 46.430 0.302
H 5.488 2.197 43.957 0.156
H 6.358 3.870 43.893 0.244
H 3.923 3.757 44.492 0.175
C 0.594 -0.613 42.205 -1.424
C 1.537 0.482 42.260 0.028
O 1.099 1.201 43.444 -0.450
H 0.770 -1.165 41.379 0.510
H -0.398 -0.481 42.148 0.455
H 0.602 -1.160 43.236 0.217
H 1.448 1.157 41.383 0.255
H 2.585 0.009 42.390 0.184
H 1.097 2.170 43.245 0.047
C -1.229 4.214 45.265 -0.975
S -0.885 2.801 44.159 0.861
O -2.204 2.005 44.195 -0.782
C -0.781 3.613 42.640 -1.359
H -1.144 3.974 46.292 0.344
H -2.246 4.630 45.081 0.290
H -0.503 4.831 44.918 0.284
H -0.770 2.896 41.889 0.299
H -0.029 4.155 42.701 0.528
H -1.585 4.226 42.518 0.511
```

HOMO energy ... -4.98 eV
Frontier orbital gap ... 8.4 eV
Charge ... -1
Energy above the lowest of the compared OMol25 structures with the same formula, charge and spin ... 0.0 kcal/mol
E_tot ... -36012.483 eV
Multiplicity ... 1
Maximum force ... 8.44 eV Å⁻¹


Density functional theory data (the ωB97M-V functional and the def2-TZVPD basis) for a molecular structure, C6H18CuIO10S in a non-equilibrium geometry.

Geometry as XYZ:
```
37
Properties=species:S:1:pos:R:3:mulliken_charge:R:1
Cu -0.935 0.158 0.895 0.431
S -1.832 2.763 1.042 1.243
O -2.695 3.648 1.773 -0.712
O -1.070 1.911 1.898 -0.505
O -2.547 1.902 0.208 -0.511
O -0.921 3.536 0.289 -0.743
I -3.302 -1.172 1.800 -0.614
C 2.378 1.087 -0.548 -0.306
C 3.824 0.549 -0.076 -0.654
O 3.864 -0.840 0.334 -0.511
O 1.562 1.453 0.524 -0.450
H 1.884 0.311 -1.133 0.206
H 2.578 1.804 -1.344 0.514
H 4.270 1.148 0.717 0.315
H 4.503 0.627 -0.925 0.285
H 3.876 -0.915 1.291 0.286
H 1.185 2.295 0.261 0.250
C -3.176 0.019 -2.226 -0.511
C -1.696 -0.401 -2.024 -0.401
O -0.774 0.498 -1.371 -0.159
O -3.442 1.438 -2.179 -0.602
H -3.788 -0.513 -1.497 0.182
H -3.650 -0.303 -3.153 0.394
H -1.361 -0.272 -3.053 0.359
H -1.434 -1.445 -1.852 0.306
H -0.710 1.205 -2.017 0.227
H -3.385 1.711 -1.261 0.504
C 0.656 -2.743 0.777 -0.772
C 0.953 -2.101 2.097 -0.202
O 0.569 -0.747 2.227 -0.393
O -0.434 -2.167 0.069 -0.286
H 0.696 -3.824 0.645 0.445
H 1.403 -2.441 0.043 0.235
H 2.043 -2.110 2.118 0.299
H 0.600 -2.639 2.977 0.305
H 1.311 -0.514 2.790 0.309
H -1.005 -2.916 -0.118 0.237
```

HOMO energy (spin up / spin down) ... -4.76 / -4.71 eV
Frontier orbital gap (spin up / spin down) ... 6.8 / 5.8 eV
Charge ... -1
Energy above the lowest of the compared OMol25 structures with the same formula, charge and spin ... 41.5 kcal/mol
E_tot ... -90562.905 eV
Multiplicity ... 2
Maximum force ... 7.25 eV Å⁻¹


Density functional theory data (the ωB97M-V functional and the def2-TZVPD basis) for a molecular structure, C6H18FO6Sr2 in a non-equilibrium geometry.

Geometry as XYZ:
```
33
Properties=species:S:1:pos:R:3:mulliken_charge:R:1
Sr -0.288 0.112 -2.419 1.688
Sr 0.355 3.072 1.314 1.704
F 0.332 1.096 -0.257 -0.717
C 2.331 -1.627 1.504 0.256
C 3.461 -2.592 1.178 -0.745
O 3.548 -2.725 -0.250 -0.504
O 2.538 -0.428 0.740 -0.498
H 2.238 -1.450 2.578 0.404
H 1.405 -2.121 1.187 -0.183
H 3.332 -3.543 1.690 0.367
H 4.436 -2.223 1.508 0.328
H 3.599 -1.814 -0.559 0.312
H 1.710 0.053 0.765 0.196
C -0.996 -2.288 -0.357 -0.674
C 0.096 -3.010 -1.159 -0.049
O 0.942 -2.135 -1.945 -0.552
O -1.859 -1.501 -1.227 -0.533
H -0.494 -1.575 0.303 0.206
H -1.608 -2.965 0.233 0.486
H -0.322 -3.774 -1.816 0.409
H 0.788 -3.456 -0.442 0.350
H 1.776 -2.568 -2.170 0.246
H -2.745 -1.875 -1.146 0.296
C -2.899 4.294 0.559 -0.287
C -2.584 3.268 -0.517 -0.557
O -1.180 3.385 -0.910 -0.399
O -1.967 4.331 1.657 -0.516
H -3.957 4.212 0.815 0.367
H -2.802 5.294 0.124 0.324
H -3.179 3.352 -1.423 0.447
H -2.697 2.248 -0.139 0.263
H -1.133 3.925 -1.709 0.267
H -2.174 5.028 2.292 0.298
```

HOMO energy ... -17.44 eV
Frontier orbital gap ... 7.2 eV
Charge ... +3
E_tot ... -23164.856 eV
Multiplicity ... 1
Maximum force ... 2.28 eV Å⁻¹


Density functional theory data (the ωB97M-V functional and the def2-TZVPD basis) for a molecular structure, C6H18FeNO9 in a non-equilibrium geometry.

Geometry as XYZ:
```
35
Properties=species:S:1:pos:R:3:mulliken_charge:R:1
Fe -17.384 -0.822 -13.746 1.270
N -16.982 0.190 -10.731 0.820
O -17.777 0.141 -9.815 -0.571
O -17.260 -0.472 -11.809 -0.584
O -15.965 0.851 -10.726 -0.588
C -20.351 -2.284 -13.241 -0.437
C -20.835 -2.331 -11.838 -0.445
O -21.682 -1.212 -11.670 -0.544
O -19.527 -1.086 -13.387 -0.203
H -21.164 -2.207 -13.964 0.325
H -19.689 -3.107 -13.489 0.272
H -19.977 -2.270 -11.162 0.287
H -21.385 -3.270 -11.688 0.334
H -21.796 -1.037 -10.731 0.334
H -20.174 -0.378 -13.473 0.199
C -18.221 -2.468 -16.129 -0.495
C -17.458 -3.460 -15.290 -0.478
O -17.274 -2.999 -13.935 -0.559
O -17.638 -1.134 -15.940 -0.440
H -19.285 -2.442 -15.902 0.306
H -18.038 -2.686 -17.180 0.437
H -16.472 -3.659 -15.708 0.379
H -18.036 -4.385 -15.272 0.407
H -17.313 -3.730 -13.313 0.321
H -18.135 -0.538 -16.510 0.281
C -15.415 1.005 -14.091 -0.494
C -16.632 1.779 -14.557 -0.448
O -17.866 1.266 -13.991 -0.407
O -15.491 -0.466 -14.287 -0.437
H -15.145 1.166 -13.046 0.347
H -14.524 1.245 -14.675 0.441
H -16.681 1.806 -15.645 0.290
H -16.461 2.773 -14.141 0.457
H -18.447 1.981 -13.720 0.325
H -14.605 -0.834 -14.333 0.300
```

HOMO energy (spin up / spin down) ... -12.00 / -12.01 eV
Frontier orbital gap (spin up / spin down) ... 9.0 / 9.0 eV
Charge ... +1
Energy above the lowest of the compared OMol25 structures with the same formula, charge and spin ... 6.2 kcal/mol
E_tot ... -60808.592 eV
Multiplicity ... 5
Maximum force ... 2.05 eV Å⁻¹


Density functional theory data (the ωB97M-V functional and the def2-TZVPD basis) for 4 unconnected molecules or ions with the total composition C6H18IO6 in a non-equilibrium geometry.

Geometry as XYZ:
```
31
Properties=species:S:1:pos:R:3:mulliken_charge:R:1
I -0.654 2.601 1.012 -0.668
C -0.015 -1.634 4.892 -0.496
C -0.358 -1.380 3.391 -0.089
O 0.651 -0.391 2.807 -0.491
O 1.095 -2.398 5.221 -0.527
H -0.851 -2.232 5.251 0.297
H -0.080 -0.761 5.542 0.287
H -1.315 -0.933 3.122 0.274
H -0.367 -2.315 2.830 0.179
H 0.263 0.345 2.328 0.169
H 0.923 -3.242 5.646 0.308
C 1.668 1.471 -3.434 0.105
C 1.201 2.845 -3.338 -0.773
O -0.086 3.003 -2.766 -0.465
O 0.745 0.850 -4.339 -0.550
H 1.637 1.001 -2.451 0.116
H 2.643 1.464 -3.921 0.281
H 1.267 3.312 -4.321 0.350
H 1.992 3.438 -2.880 0.358
H -0.176 3.000 -1.811 0.183
H -0.112 1.281 -4.365 0.320
C -1.602 -1.620 -0.644 -0.263
C -0.550 -0.944 -1.520 -0.482
O 0.564 -0.567 -0.722 -0.484
O -2.089 -0.717 0.383 -0.443
H -1.150 -2.464 -0.122 0.238
H -2.495 -1.876 -1.213 0.262
H -1.093 -0.140 -2.016 0.245
H -0.075 -1.473 -2.347 0.386
H 0.371 0.284 -0.324 0.169
H -1.948 0.193 0.111 0.203
```

HOMO energy ... -4.72 eV
Frontier orbital gap ... 7.6 eV
Charge ... -1
Energy above the lowest of the compared OMol25 structures with the same formula, charge and spin ... 37.7 kcal/mol
E_tot ... -26900.208 eV
Multiplicity ... 1
Maximum force ... 3.45 eV Å⁻¹


For each record above, in turn, the calculated M values are 314.6; 205.7; 472.7; 380.4; 304.1; 313.1 g/mol.